[1]
HNOS2 in the gas phase at a distorted geometry, computed with the ωB97M-V functional and the def2-TZVPD basis.

Atoms and positions in Å:
N  -0.820  0.095  0.192
S  1.550  -0.486  -0.129
O  0.052  -0.975  0.656
S  0.300  1.377  0.126
H  -1.082  -0.011  -0.845

Forces on the atoms, in the same order (eV/Å):
N -0.31 0.71 -0.19
S 0.13 -1.70 1.31
O 0.78 0.71 -2.64
S -0.99 0.91 -0.31
H 0.39 -0.63 1.83

Computed properties:
- HOMO level (alpha / beta) (eV) = -7.8 / -9.4
- LUMO energy (alpha / beta) (eV) = -0.32 / -2.61
- Kohn-Sham gap (alpha / beta) (hartree) = 0.2734 / 0.2512
- relative energy (zero: lowest compared OMol25 entry of this formula, charge and spin) (kcal/mol) = 39.4
- 2S+1 = 3
- M (g mol⁻¹) = 95.15
- charge = 0
- electronic energy (eV) = -25218.8145

Here are the Mulliken charges for atoms 1 to 2, given in e: atom 1 (N): -0.2127, atom 2 (S): 0.0489

[2]
14 unconnected molecules or ions with the total composition C5H41N2O13 at a distorted geometry, computed with the ωB97M-V functional and the def2-TZVPD basis.

Atoms and positions in Å:
N  0.644  1.886  2.875
O  -3.717  -2.074  0.013
C  -0.392  -1.766  -1.022
H  -0.996  -0.797  -2.710
H  1.866  3.071  -2.720
H  -2.043  -0.644  -1.373
O  1.753  3.766  0.117
H  2.474  2.071  -1.592
H  1.745  0.783  -0.022
H  -2.048  -4.182  -1.937
O  -1.473  3.822  1.736
H  -4.452  -1.485  0.179
H  0.618  1.226  -3.348
C  0.690  -0.280  1.381
H  1.648  0.070  3.410
H  4.232  -3.139  -0.677
O  0.081  0.885  -4.063
H  3.308  2.570  0.363
H  -0.243  -0.383  1.813
H  -1.883  1.969  1.510
H  2.467  0.713  1.913
H  -3.195  -3.325  -1.538
H  -0.967  4.077  2.579
C  0.791  0.335  0.036
H  2.207  -3.464  0.153
H  -0.980  1.441  4.020
H  4.300  1.578  -0.200
H  1.809  3.275  -0.642
O  1.675  2.218  -2.146
O  -2.300  2.238  -1.499
O  1.541  -3.968  -0.081
O  -1.859  1.049  3.679
C  1.477  0.584  2.407
H  1.805  -4.319  -0.904
H  -2.059  -2.005  -2.230
H  -3.038  2.828  -1.611
H  -3.196  -2.237  0.842
H  -0.756  -1.872  -0.015
O  -2.725  -3.632  -2.354
H  -2.645  0.784  1.594
H  -0.125  1.016  -0.130
O  3.539  -2.699  -1.242
H  1.060  -1.245  1.113
H  -2.330  1.953  -0.516
C  0.803  -0.857  -1.048
H  1.186  2.644  3.094
H  3.898  -2.161  -1.773
O  3.309  1.776  -0.078
H  -2.641  1.249  4.234
O  -2.151  1.226  0.951
H  -0.904  -4.913  1.479
H  -0.412  -3.604  1.076
N  -1.463  -1.250  -1.896
O  -1.249  -4.126  1.158
H  -1.451  4.741  1.391
H  0.977  3.511  0.584
H  -0.591  1.554  -4.317
H  -0.207  -2.839  -1.439
H  0.017  2.268  2.050
H  1.707  -1.539  -0.687
H  0.862  -0.371  -1.942

Forces on the atoms, in the same order (eV/Å):
N 0.44 -3.26 -6.66
O 1.50 -0.31 0.51
C 0.31 -2.26 -1.09
H -0.73 0.28 0.32
H -0.46 -2.66 1.55
H -0.85 1.42 0.24
O 0.90 2.83 3.58
H -0.14 -0.23 -0.71
H 0.21 0.69 -0.48
H 0.00 -0.39 -0.35
O 2.16 1.74 2.09
H -0.24 0.04 0.37
H 0.13 0.68 0.22
C 1.33 1.46 1.04
H 0.02 0.47 -1.07
H -0.79 0.82 -1.27
O -1.12 -0.39 -0.54
H -0.23 3.42 1.77
H -2.39 -0.44 0.34
H -0.11 0.43 -0.49
H -0.19 1.50 0.83
H -0.24 -0.39 -0.72
H -1.35 -0.82 -1.12
C -3.32 -0.68 -1.84
H 5.09 3.84 1.84
H -2.84 -0.93 0.12
H -2.08 0.23 0.15
H -0.67 -1.89 -3.18
O 0.83 2.75 -1.55
O 0.58 -0.97 1.93
O -5.76 -3.29 0.05
O 1.54 0.61 0.28
C -1.61 -1.21 1.77
H 0.36 -0.78 -1.58
H -0.31 -0.91 -0.40
H -0.47 0.35 -0.16
H -1.11 0.13 -0.94
H -0.48 -0.21 0.24
O -0.07 0.56 1.37
H -1.53 -1.70 1.34
H 1.77 -0.55 -0.17
O -3.27 -7.11 7.53
H 0.99 -0.99 1.63
H -0.23 0.61 -2.28
C 1.37 -0.95 4.46
H 2.08 2.40 2.13
H 4.64 6.33 -6.40
O 3.84 -3.68 -1.70
H 1.08 0.23 0.14
O 1.30 1.04 -0.62
H 0.62 -2.69 1.01
H -0.98 -0.69 -0.14
N 1.19 0.45 -0.75
O 0.33 3.34 -1.00
H -0.55 -0.70 -0.74
H -1.15 -0.14 -0.04
H 0.78 -0.52 0.46
H 0.18 2.03 0.97
H 0.28 -1.29 2.05
H -1.57 1.65 -1.57
H 0.95 0.68 -2.77

Computed properties:
- HOMO level (alpha / beta) (eV) = -16.0 / -16.0
- LUMO energy (alpha / beta) (eV) = -5.94 / -11.81
- Kohn-Sham gap (alpha / beta) (hartree) = 0.3709 / 0.1549
- relative energy (zero: lowest compared OMol25 entry of this formula, charge and spin) (kcal/mol) = 97.4
- 2S+1 = 2
- M (g mol⁻¹) = 337.38
- charge = +2
- electronic energy (eV) = -35427.9189

Here are the Mulliken charges for atoms 1 to 2, given in e: atom 1 (N): -0.0212, atom 2 (O): -0.6198

[3]
2 unconnected molecules or ions with the total composition C29H38N3 at a distorted geometry, computed with the ωB97M-V functional and the def2-TZVPD basis.

Atoms and positions in Å:
H  -1.675  1.207  8.474
H  -1.561  1.477  0.317
H  6.681  -5.323  2.844
H  3.693  0.011  11.157
C  0.435  0.812  8.439
H  -3.371  0.162  1.232
H  0.428  -1.791  1.359
C  6.975  -5.109  7.144
H  3.748  -1.370  3.523
C  0.921  0.521  12.050
H  -0.651  2.660  8.459
H  -2.153  -1.984  1.793
C  0.940  0.428  7.213
H  2.047  -0.463  5.004
H  5.561  -4.132  8.459
H  1.256  -1.600  12.006
H  2.382  -0.717  13.031
H  2.483  0.152  2.766
H  -1.562  -1.177  0.340
C  2.886  -0.706  10.932
C  1.900  0.141  1.831
H  -0.592  2.632  10.798
H  2.202  -0.776  1.297
H  5.271  -3.616  2.083
C  5.559  -4.629  7.480
H  -1.621  1.184  10.814
H  0.459  0.753  6.293
H  4.887  -5.497  7.571
C  4.102  -2.013  4.328
H  1.451  1.394  12.463
N  0.492  0.144  2.093
C  1.082  0.380  9.608
C  -1.621  1.407  1.409
H  0.053  0.338  12.694
H  -0.245  -1.587  2.989
H  -2.664  0.173  2.853
C  3.938  -2.842  6.643
H  3.786  -1.166  8.336
H  0.452  2.067  1.300
C  -1.629  -1.095  1.430
C  1.862  -0.688  12.072
H  7.931  -4.121  3.220
H  7.682  -4.307  7.394
H  7.226  -5.965  7.772
C  -0.196  -1.117  1.980
C  5.013  -3.690  6.451
C  5.587  -3.700  5.170
C  6.877  -4.388  3.386
H  6.500  -2.406  2.524
C  -0.698  1.616  10.399
H  6.740  -6.489  5.501
H  -2.132  2.308  1.766
C  -0.736  1.635  8.846
H  8.245  -5.565  5.443
N  0.450  0.797  10.719
C  5.128  -2.904  4.101
H  3.356  -1.696  10.871
C  2.272  -0.368  9.612
C  3.509  -1.902  5.639
N  6.587  -4.517  4.796
C  2.110  -0.414  7.143
C  -2.420  0.160  1.782
C  5.925  -3.265  2.895
C  -0.182  1.421  1.943
C  2.525  -0.909  5.877
C  7.175  -5.491  5.674
H  2.201  1.044  1.270
C  2.802  -0.689  8.372
H  3.402  -2.883  7.596
H  -0.218  1.923  2.936

Forces on the atoms, in the same order (eV/Å):
H 0.18 0.17 0.04
H -0.19 -0.07 0.04
H 0.08 0.06 0.22
H -0.15 -0.15 -0.06
C 0.85 -0.62 -1.16
H 0.19 -0.02 0.22
H -0.37 0.16 0.24
C 0.28 0.46 0.02
H 0.04 -0.12 0.22
C 0.36 0.12 0.55
H -0.13 -0.28 0.11
H 0.11 0.03 -0.11
C -0.15 0.09 0.73
H 0.11 -0.03 0.08
H 0.02 -0.19 -0.17
H 0.06 0.12 0.02
H -0.10 0.00 -0.05
H 0.15 0.10 -0.04
H -0.16 0.06 -0.01
C 0.61 0.19 0.28
C 0.26 0.01 0.26
H 0.05 -0.20 0.07
H -0.06 0.35 -0.06
H 0.28 0.13 0.17
C -0.34 -0.47 0.30
H 0.28 0.08 0.01
H 0.05 -0.17 0.09
H 0.15 0.17 -0.01
C 0.34 -0.36 0.01
H -0.18 -0.02 -0.15
N -0.34 0.31 -0.97
C 0.01 -0.19 0.58
C 0.21 -0.12 -0.41
H 0.16 0.01 -0.06
H 0.04 -0.01 -0.30
H 0.05 -0.02 -0.06
C 0.40 0.22 -0.07
H -0.42 0.28 0.05
H -0.42 -0.21 0.27
C 0.21 0.10 -0.34
C -0.33 -0.41 -0.15
H -0.23 -0.13 0.12
H -0.09 -0.13 -0.06
H 0.06 0.04 -0.06
C -0.06 -0.72 0.79
C -0.67 0.54 -0.02
C 0.22 -0.31 0.06
C 0.22 0.04 -0.80
H -0.19 -0.20 0.00
C -0.68 0.43 -0.17
H 0.02 0.18 -0.15
H 0.12 -0.11 -0.13
C -0.68 0.51 -0.14
H -0.16 -0.01 0.08
N 0.40 -0.33 -0.64
C -0.95 0.65 0.79
H -0.06 0.22 0.11
C 0.27 -0.06 -1.10
C -0.07 -0.42 -0.15
N -0.50 0.52 0.31
C 0.01 0.24 -0.21
C 0.17 0.11 0.09
C 0.21 0.15 -0.78
C 0.04 0.55 0.81
C 0.36 -0.08 0.84
C 0.11 -0.56 0.31
H -0.04 -0.44 0.04
C -0.32 -0.10 0.45
H 0.21 -0.10 -0.51
H 0.09 -0.04 -0.29

Computed properties:
- HOMO level (eV) = -9.6
- LUMO energy (eV) = -3.95
- Kohn-Sham gap (hartree) = 0.2088
- relative energy (zero: lowest compared OMol25 entry of this formula, charge and spin) (kcal/mol) = 8.7
- M (g mol⁻¹) = 428.64
- charge = +1
- electronic energy (eV) = -35154.3203

Here are the Mulliken charges for atoms 1 to 2, given in e: atom 1 (H): 0.3133, atom 2 (H): 0.3073

[4]
A molecular structure, C33H42P2ReS6Si2Te, computed with the ωB97M-V functional and the def2-TZVPD basis.

Atoms and positions in Å:
C  -0.156  3.187  3.387
H  -5.461  2.748  4.481
C  0.907  -2.691  5.674
H  1.131  6.449  -1.258
C  4.337  2.118  1.329
H  1.699  -3.885  -0.936
H  -4.595  4.900  3.630
C  2.675  -4.368  -0.894
C  -2.442  5.086  -0.719
P  -1.551  2.683  0.390
H  5.735  -4.839  0.051
Te  2.360  -1.329  1.915
H  4.351  -2.170  -2.906
C  0.129  6.072  -1.097
Si  4.055  -3.138  -0.660
H  0.793  4.223  -0.214
S  0.588  -2.257  -3.302
Si  1.993  -3.558  4.434
C  4.082  -1.773  -1.925
H  1.025  -1.607  5.612
H  4.896  2.216  0.406
C  2.895  1.860  3.687
H  -1.361  6.345  5.259
H  0.920  4.551  2.120
C  -0.132  1.826  0.815
C  -3.319  1.572  2.143
H  5.834  -4.526  -1.682
C  -4.725  2.759  3.687
H  1.156  -3.009  6.688
H  -2.941  0.641  1.737
H  4.821  -1.013  -1.657
C  2.221  1.936  2.468
C  5.692  -4.054  -0.707
H  1.654  -3.854  1.947
H  -0.147  -2.917  5.498
H  3.106  -1.297  -2.023
H  -3.445  4.696  -0.592
C  -4.259  1.561  3.160
H  2.450  -5.924  3.846
H  -4.624  0.617  3.542
H  6.534  -3.378  -0.540
C  0.250  4.452  2.965
C  -1.341  4.343  -0.296
S  1.150  1.113  -2.762
H  -0.825  7.786  -1.960
S  -2.123  1.460  -1.165
H  6.084  2.052  2.570
H  4.850  -1.682  1.163
H  4.468  -3.601  4.058
H  2.816  -4.894  -1.841
H  -1.287  2.079  4.822
C  -0.982  3.066  4.497
C  -2.840  2.788  1.652
H  0.130  6.565  3.294
S  0.967  -1.254  -0.080
H  0.379  -2.854  2.655
C  5.002  2.025  2.541
C  1.448  -3.073  2.682
C  4.017  -2.387  1.085
C  -1.022  5.460  4.734
H  2.327  1.733  4.602
H  3.941  -2.003  4.609
H  4.796  1.846  4.672
H  2.675  -5.118  -0.099
C  1.814  -5.413  4.572
C  2.946  2.081  1.292
C  -0.057  4.831  -0.503
H  -3.110  6.901  -1.636
H  -2.902  4.930  1.845
H  2.420  2.139  0.346
H  0.784  -5.724  4.390
C  -1.413  4.202  5.168
H  4.208  -3.176  1.818
P  0.408  1.721  2.462
C  -0.187  5.586  3.631
H  2.097  -5.759  5.568
C  -0.969  6.820  -1.494
H  -2.061  4.102  6.029
S  -0.245  -0.500  -3.035
Re  0.071  0.640  -0.872
C  -3.297  3.985  2.193
C  -4.244  3.967  3.207
S  -0.073  0.066  3.456
C  3.781  -3.079  4.727
H  4.064  -3.338  5.749
C  -2.254  6.324  -1.310
C  4.277  1.908  3.724

Forces on the atoms, in the same order (eV/Å):
C 0.02 -0.01 0.01
H -0.01 0.00 0.00
C -0.02 0.03 0.01
H 0.01 0.00 0.00
C -0.01 0.00 -0.01
H -0.02 0.00 0.00
H 0.00 0.01 0.00
C -0.02 -0.02 -0.01
C 0.00 0.02 0.00
P 0.00 -0.13 0.04
H 0.00 -0.01 0.00
Te 0.01 0.01 0.06
H -0.01 0.00 -0.01
C -0.01 -0.02 0.00
Si 0.01 0.02 0.01
H 0.00 0.00 0.02
S 0.03 -0.03 0.01
Si 0.00 -0.01 -0.03
C 0.00 0.02 -0.01
H -0.01 0.01 0.00
H 0.00 0.00 -0.01
C 0.00 -0.01 -0.03
H 0.00 0.01 0.00
H 0.00 0.00 -0.02
C 0.07 0.16 -0.04
C -0.01 0.01 0.00
H 0.00 0.00 -0.01
C 0.01 -0.01 0.00
H 0.00 0.00 0.01
H 0.00 0.00 0.00
H 0.01 0.00 0.00
C 0.00 0.01 0.00
C 0.02 0.00 0.01
H 0.01 0.01 0.00
H -0.01 0.00 0.00
H 0.00 0.02 -0.01
H 0.00 0.00 -0.01
C 0.01 0.01 0.00
H 0.00 -0.01 0.00
H 0.00 -0.01 0.00
H 0.01 0.00 0.00
C -0.01 0.01 0.00
C 0.03 -0.01 -0.01
S 0.00 0.03 -0.04
H 0.00 0.01 0.00
S -0.08 0.01 0.08
H 0.01 0.00 0.00
H 0.00 0.01 0.01
H 0.01 0.00 0.00
H 0.00 -0.01 0.00
H 0.00 0.00 0.00
C 0.00 0.00 0.01
C -0.01 0.02 -0.02
H 0.00 0.01 0.00
S -0.05 -0.05 0.03
H 0.01 0.00 0.01
C 0.00 0.00 0.00
C 0.01 -0.03 0.01
C -0.01 0.01 -0.01
C 0.00 -0.02 0.00
H 0.00 0.00 0.01
H 0.01 0.00 0.00
H 0.00 0.00 0.01
H 0.00 0.00 0.00
C -0.01 -0.02 -0.02
C -0.01 0.01 -0.01
C 0.00 0.01 -0.01
H 0.00 0.00 0.00
H 0.00 0.00 0.01
H 0.02 0.00 0.03
H -0.01 0.00 0.00
C 0.01 0.00 -0.01
H 0.00 -0.01 0.00
P 0.02 0.05 -0.02
C 0.00 -0.01 -0.01
H 0.00 0.00 0.01
C 0.01 -0.01 0.00
H 0.00 0.00 0.01
S 0.07 0.07 -0.16
Re -0.06 -0.13 0.07
C -0.01 0.00 0.02
C 0.01 0.00 -0.02
S -0.01 -0.01 0.02
C 0.02 0.00 -0.02
H -0.01 0.00 0.01
C -0.01 -0.01 0.00
C -0.02 0.00 0.00

Computed properties:
- HOMO level (alpha / beta) (eV) = -7.0 / -7.0
- LUMO energy (alpha / beta) (eV) = -0.59 / -0.66
- Kohn-Sham gap (alpha / beta) (hartree) = 0.2346 / 0.2323
- relative energy (zero: lowest compared OMol25 entry of this formula, charge and spin) (kcal/mol) = 15.8
- 2S+1 = 2
- M (g mol⁻¹) = 1063.03
- charge = 0
- electronic energy (eV) = -143674.5394

Here are the Mulliken charges for atoms 1 to 2, given in e: atom 1 (C): 0.1394, atom 2 (H): 0.3883

[5]
CH2N2O3S in the gas phase at a distorted geometry, computed with the ωB97M-V functional and the def2-TZVPD basis.

Atoms and positions in Å:
S  1.521  -0.015  0.067
N  -0.351  0.790  -0.268
O  1.411  -0.554  1.388
H  -0.371  1.791  -0.337
O  1.483  -0.926  -1.026
C  -1.272  0.009  -0.090
O  2.162  1.247  -0.083
H  -2.514  -1.473  0.504
N  -2.067  -0.868  -0.155

Forces on the atoms, in the same order (eV/Å):
S 0.65 -0.13 0.08
N 1.14 0.41 0.40
O -0.45 0.19 -0.25
H -0.24 0.18 0.11
O 0.02 -0.04 -0.06
C -1.08 -0.60 -0.34
O 0.15 0.13 -0.10
H -0.10 0.06 0.35
N -0.09 -0.19 -0.18

Computed properties:
- HOMO level (eV) = -10.8
- LUMO energy (eV) = 0.09
- Kohn-Sham gap (hartree) = 0.4014
- relative energy (zero: lowest compared OMol25 entry of this formula, charge and spin) (kcal/mol) = 17.5
- M (g mol⁻¹) = 122.11
- charge = 0
- electronic energy (eV) = -21025.6655

Here are the Mulliken charges for atoms 1 to 2, given in e: atom 1 (S): 1.1535, atom 2 (N): -0.3599